The following is a DFT calculation (the ωB97M-V functional and the def2-TZVPD basis) of a cluster of 5 separate species, C55H87ClF2N6O7S in total in a non-equilibrium geometry.

```
159
Properties=species:S:1:pos:R:3:forces:R:3
C 2.650845 8.516139 2.249944 0.63 0.30 -0.45
C 2.842845 8.176180 0.739396 0.22 -0.27 0.89
Cl 3.537370 9.604963 -0.127209 -0.31 -0.19 -0.03
C 3.777895 6.934766 0.499270 -1.67 -0.07 -0.63
C 2.989125 5.957629 -0.392889 1.20 0.59 1.37
C 3.159107 6.002280 -1.759866 -0.04 -0.20 -0.73
C 2.426242 5.161980 -2.584046 -0.06 0.07 -0.22
C 1.538779 4.290140 -1.992164 -0.98 -0.79 -0.21
C 1.386396 4.210564 -0.615419 0.06 0.16 0.48
C 2.116779 5.056593 0.222157 -0.41 -0.34 -0.47
C 1.880937 4.954240 1.720619 0.50 1.03 0.44
C 2.933058 4.122864 2.456173 -1.29 -1.58 0.10
O 2.710241 2.978654 2.724521 0.81 1.14 -0.06
F 4.107380 4.693772 2.826715 -0.59 0.09 -0.34
N 0.477494 3.258755 -0.033635 0.05 -0.19 -0.78
C -0.842232 3.336999 -0.608729 0.13 -0.11 0.66
C -1.018624 3.287814 -1.984003 1.08 0.18 -0.16
C -2.275614 3.343226 -2.558952 0.25 0.04 -0.10
C -3.356628 3.463467 -1.707891 -1.00 -0.06 -0.38
C -3.201936 3.506407 -0.340922 -0.12 0.15 1.18
C -1.941984 3.433483 0.245134 0.30 0.54 -0.22
C -1.664678 3.482910 1.730611 0.65 -1.19 0.26
O -1.056624 2.611908 2.286817 -0.54 0.76 -0.22
N -2.107467 4.660367 2.505522 -1.39 0.51 -0.82
C -3.459221 4.453692 2.832688 -0.18 -2.12 0.01
O -3.953642 3.357751 2.783941 0.09 1.13 0.25
F -4.189040 5.497518 3.233315 0.98 0.24 -0.24
S 0.496894 3.174349 -2.941352 -0.11 0.22 -0.12
H 3.291854 7.863002 2.855254 -0.24 0.19 0.00
H 1.609903 8.429939 2.582019 0.22 -0.02 -0.16
H 2.987885 9.549307 2.398706 -0.23 -0.28 0.24
H 1.848296 7.980362 0.324700 0.39 0.20 -0.29
H 3.939887 6.446204 1.460580 0.50 0.28 -0.26
H 4.696740 7.237223 -0.006139 -0.04 -0.09 0.37
H 3.857870 6.691109 -2.229180 -0.06 -0.01 0.31
H 2.520422 5.191300 -3.667812 0.02 0.04 0.23
H 1.786026 5.952487 2.178050 0.36 -0.21 -0.17
H 0.928600 4.458936 1.920689 0.39 -0.20 -0.17
H 0.827414 2.330299 -0.287306 0.05 0.03 0.36
H -2.380766 3.310953 -3.640274 -0.09 0.05 0.19
H -4.374017 3.540285 -2.093619 0.28 -0.04 -0.12
H -4.061303 3.579931 0.323800 0.03 -0.02 -0.36
H -2.000599 5.502200 1.939433 0.05 0.13 0.32
C 5.771337 -2.019255 5.698156 -0.24 0.11 0.24
C 5.830681 -2.098006 4.148372 0.95 -0.21 1.74
C 6.463755 -0.820786 3.576862 -0.25 0.38 -0.35
C 5.542064 0.394981 3.623055 0.01 -0.10 0.01
C 4.203150 0.074593 2.967739 0.53 0.12 -0.16
C 3.537838 -1.169492 3.555220 -1.48 0.80 1.21
N 4.460839 -2.342821 3.604419 0.93 0.91 -2.41
O 4.565775 -2.821762 2.398348 -0.32 -0.58 0.57
C 3.012254 -0.837954 4.965752 0.19 0.04 0.30
C 2.279586 -1.482254 2.745784 0.08 -0.44 -0.49
C 6.781292 -3.261470 3.851572 -0.28 -0.30 -0.61
H 5.916795 -1.004435 6.071821 -0.11 0.00 -0.02
H 4.825885 -2.392262 6.090326 -0.02 0.04 -0.08
H 6.538928 -2.637836 6.163136 0.12 0.05 -0.17
H 6.753914 -0.990781 2.534515 -0.10 -0.15 0.01
H 7.387747 -0.597549 4.116281 -0.02 -0.21 0.10
H 5.397112 0.728679 4.654770 -0.03 -0.03 -0.01
H 6.013431 1.229444 3.098759 0.00 0.00 0.03
H 3.539251 0.933269 3.071017 -0.10 -0.23 0.06
H 4.363632 -0.058653 1.892277 -0.01 -0.20 0.02
H 2.599028 -1.726334 5.448164 0.04 -0.02 -0.04
H 2.213465 -0.097688 4.907353 0.02 -0.02 -0.18
H 3.768747 -0.413385 5.623102 0.03 -0.08 -0.01
H 2.486509 -1.616275 1.683729 0.12 -0.13 0.07
H 1.565081 -0.661309 2.820357 0.15 0.08 0.19
H 1.787789 -2.384648 3.115496 0.07 -0.01 0.02
H 6.371233 -4.208158 4.210711 -0.03 0.02 -0.01
H 7.735519 -3.096889 4.352770 -0.12 0.15 0.12
H 7.000561 -3.362068 2.789199 -0.15 0.00 -0.01
C -1.264640 -5.251150 3.758566 -0.25 0.12 0.24
C -1.191943 -5.334131 2.209332 0.94 -0.19 1.81
C -0.578575 -4.049341 1.639747 -0.25 0.38 -0.39
C -1.520854 -2.850112 1.673073 0.01 -0.06 0.02
C -2.848936 -3.196263 1.006698 0.54 0.10 -0.13
C -3.498897 -4.451807 1.594746 -1.49 0.76 1.15
N -2.551737 -5.605422 1.654959 0.98 0.85 -2.41
O -2.418718 -6.087021 0.452489 -0.34 -0.59 0.41
C -4.042003 -4.125981 3.000084 0.22 0.05 0.30
C -4.746369 -4.793061 0.777166 0.17 -0.46 -0.45
C -0.216652 -6.481034 1.926127 -0.25 -0.32 -0.62
H -1.140631 -4.232293 4.129953 -0.10 0.00 -0.01
H -2.206078 -5.640228 4.144836 -0.02 0.04 -0.08
H -0.489376 -5.853861 4.231554 0.12 0.06 -0.17
H -0.276331 -4.216033 0.599981 -0.08 -0.16 0.01
H 0.335147 -3.805529 2.185472 -0.01 -0.22 0.07
H -1.680451 -2.514642 2.701919 -0.03 -0.03 -0.01
H -1.058542 -2.009999 1.149610 0.01 0.00 0.04
H -3.531548 -2.347732 1.100832 -0.15 -0.16 0.06
H -2.678258 -3.332166 -0.066089 -0.02 -0.18 0.02
H -4.441264 -5.020596 3.481746 0.04 -0.02 -0.04
H -4.854887 -3.401818 2.933716 0.02 -0.03 -0.17
H -3.299224 -3.684577 3.661993 0.03 -0.08 0.00
H -4.527124 -4.928473 -0.281356 0.11 -0.12 0.07
H -5.474262 -3.984030 0.846575 0.13 0.07 0.17
H -5.223178 -5.702784 1.147487 0.05 -0.01 -0.01
H -0.612003 -7.433257 2.285648 -0.03 0.02 -0.01
H 0.730152 -6.295868 2.435274 -0.12 0.16 0.12
H 0.013442 -6.582358 0.865662 -0.18 -0.02 -0.01
C -6.863987 5.082103 -6.832802 -0.21 0.26 -0.11
C -6.739792 4.232974 -5.538689 0.61 0.37 -1.91
C -7.546748 2.935095 -5.677716 -0.43 -0.18 0.34
C -9.054988 3.135185 -5.571960 0.04 0.04 0.00
C -9.404658 3.894599 -4.296000 0.21 -0.52 -0.16
C -8.642235 5.215560 -4.162193 -1.43 1.41 -0.45
N -7.170945 5.044357 -4.360415 -0.26 -2.42 1.30
O -6.674627 4.505197 -3.285413 0.40 0.71 0.04
C -9.208342 6.228784 -5.176640 0.07 -0.03 -0.38
C -8.955746 5.831861 -2.797182 0.50 -0.18 0.42
C -5.257636 3.853471 -5.459730 0.16 0.01 0.72
H -7.691219 4.760166 -7.467239 -0.05 0.07 0.06
H -6.996207 6.141221 -6.615296 -0.04 -0.05 0.07
H -5.961607 5.024755 -7.441205 0.01 -0.20 0.07
H -7.240463 2.228272 -4.899267 0.08 0.13 0.08
H -7.309629 2.457333 -6.631266 0.16 0.15 -0.02
H -9.435738 3.661954 -6.451584 0.02 0.04 0.02
H -9.550711 2.162013 -5.563944 0.01 0.02 -0.03
H -10.480427 4.085471 -4.273352 0.07 0.21 0.07
H -9.191329 3.251960 -3.435983 0.14 0.10 0.04
H -8.634183 7.157010 -5.163851 0.03 -0.04 0.02
H -10.239215 6.480527 -4.925314 0.04 -0.09 0.14
H -9.230446 5.855389 -6.198776 0.08 0.01 0.01
H -8.718921 5.161003 -1.972170 0.15 0.00 -0.08
H -10.019544 6.058447 -2.722344 0.00 -0.03 -0.22
H -8.405776 6.763436 -2.650130 0.03 -0.04 -0.02
H -4.630118 4.738155 -5.330770 -0.04 0.01 0.01
H -4.953033 3.356488 -6.381077 -0.19 0.08 -0.08
H -5.046637 3.159122 -4.645887 -0.08 0.12 0.09
C 5.357566 -6.847871 0.456088 -0.02 -0.36 -0.06
C 5.074575 -5.582882 -0.398836 0.45 -0.78 1.79
C 3.606390 -5.160798 -0.250363 -0.41 0.01 -0.42
C 2.629665 -6.061151 -1.001295 0.08 0.02 0.00
C 3.043607 -6.197002 -2.463755 -0.22 0.37 0.36
C 4.493612 -6.661788 -2.630413 -0.21 -1.92 -0.52
N 5.447693 -5.844683 -1.822456 -1.57 2.15 -0.64
O 5.614666 -4.702072 -2.423778 0.72 -0.35 -0.04
C 4.592787 -8.149645 -2.239790 -0.03 -0.13 0.35
C 4.853883 -6.636678 -4.117326 0.30 0.56 -0.13
C 5.935947 -4.486270 0.229966 0.35 0.32 -0.61
H 4.443352 -7.357029 0.767303 0.01 -0.05 -0.09
H 5.982693 -7.567184 -0.072462 -0.05 0.04 -0.07
H 5.906202 -6.604168 1.365866 -0.12 0.19 -0.01
H 3.481188 -4.137233 -0.618750 0.16 -0.01 -0.04
H 3.338210 -5.135794 0.808645 0.23 0.02 0.04
H 2.568182 -7.044234 -0.524726 0.03 -0.01 -0.02
H 1.625039 -5.634244 -0.945102 0.01 -0.03 0.02
H 2.370867 -6.897773 -2.965416 0.19 -0.08 -0.09
H 2.902155 -5.231329 -2.959497 0.18 0.03 0.00
H 5.628502 -8.493294 -2.270042 0.00 0.06 0.01
H 4.025415 -8.764100 -2.940211 -0.01 0.15 -0.09
H 4.189432 -8.368046 -1.252721 0.08 0.04 0.02
H 4.706786 -5.654647 -4.565404 0.11 0.04 0.13
H 4.221065 -7.332328 -4.669670 -0.05 -0.08 0.20
H 5.892583 -6.933615 -4.275787 0.00 0.04 0.04
H 7.001232 -4.712972 0.132685 -0.03 -0.05 -0.10
H 5.708036 -4.397639 1.288006 -0.16 -0.19 -0.05
H 5.752213 -3.505715 -0.208072 0.03 -0.08 -0.12
```
Positions in Å, forces in eV/Å.

The multiplicity is 5. The value obtained for the energy above the lowest of the compared OMol25 structures with the same formula, charge and spin is 0.0 kcal/mol. Its highest occupied orbital energy (spin up / spin down) is -8.206 / -8.800 eV. The calculation puts the HOMO-LUMO gap (spin up / spin down) at 8.305 / 8.658 eV. As for the expectation value of S²: 6.016. The value obtained for the max |F| is 0.054 hartree/bohr.